{"formula": "C6H17NP", "method": "the ωB97M-V functional and the def2-TZVPD basis", "total_energy_ev": -17266.775, "spin_multiplicity": 1, "charge": 1, "lumo_ev": -2.9, "homo_lumo_gap_ha": 0.363, "species": ["C", "C", "C", "C", "C", "C", "N", "P", "H", "H", "H", "H", "H", "H", "H", "H", "H", "H", "H", "H", "H", "H", "H", "H", "H"], "xyz": [[-2.4549, -1.7097, -0.1603], [0.8322, 1.4040, -1.0590], [-1.6466, 1.1519, 0.8452], [3.3899, -0.1765, 0.2310], [-1.2953, -0.8380, -0.6256], [0.6378, 0.4458, 0.0919], [-0.7085, 0.0111, 0.4844], [1.7520, -1.0943, 0.1507], [-2.4256, -2.4609, -0.9302], [-2.3863, -2.0675, 0.7628], [-3.3480, -1.0965, -0.1470], [0.5202, 0.7910, -1.9063], [0.1600, 2.3718, -1.1494], [1.9175, 1.8033, -1.2024], [-2.6871, 0.6262, 1.0840], [-1.1580, 1.7310, 1.6205], [-1.5335, 1.8775, -0.0125], [3.8851, -0.3633, -0.7168], [4.0159, -0.6502, 0.9509], [3.1308, 0.8733, 0.3356], [-1.6413, -0.3888, -1.5506], [-0.6300, -1.6425, -0.9713], [1.1321, 1.3339, 1.0476], [-0.7333, -0.5217, 1.2550], [1.2753, -1.4110, 1.5718]], "forces_ev_per_a": [[-0.5, 2.9, -3.4], [-0.9, 1.2, -2.1], [-0.6, -0.3, -1.2], [-1.4, -0.7, -0.6], [-0.5, -2.3, 0.0], [3.8, 3.5, 4.6], [-1.5, 3.4, -5.2], [-0.4, 0.2, 0.7], [-1.0, -0.6, 0.1], [0.8, -2.0, 3.9], [-0.6, -0.3, -0.4], [0.5, 0.5, -0.8], [1.2, -2.0, 0.8], [-2.0, -1.2, 0.5], [2.2, 1.9, -0.6], [-0.4, -0.4, 0.8], [-1.2, -1.1, 0.6], [-0.1, 0.2, -0.3], [0.4, 0.2, 1.0], [0.7, 0.0, 0.5], [0.4, 1.3, 0.4], [1.0, 1.1, 0.5], [-1.8, -3.1, -2.0], [0.8, -2.8, 3.6], [1.0, 0.6, -1.4]]}